[1]
{
  "formula": "C36H43MnN4P2SeSi",
  "method": "ωB97M-V with the def2-TZVPD basis set",
  "elements": ["Se", "Mn", "P", "P", "Si", "N", "N", "N", "N", "C", "C", "C", "C", "C", "C", "C", "C", "C", "C", "C", "C", "C", "C", "C", "C", "C", "C", "C", "C", "C", "C", "C", "C", "C", "C", "C", "C", "C", "C", "C", "C", "C", "C", "C", "C", "H", "H", "H", "H", "H", "H", "H", "H", "H", "H", "H", "H", "H", "H", "H", "H", "H", "H", "H", "H", "H", "H", "H", "H", "H", "H", "H", "H", "H", "H", "H", "H", "H", "H", "H", "H", "H", "H", "H", "H", "H", "H", "H"],
  "positions_angstrom": [[-2.248, 1.811, -0.226], [-0.123, 0.599, 1.079], [1.646, 1.739, -0.006], [1.481, 0.271, 2.726], [-0.131, -1.452, -0.274], [-2.474, 3.125, -2.792], [-1.668, 0.994, 2.456], [-2.955, 2.035, 3.886], [-3.084, 1.060, -2.895], [2.503, -2.583, -0.706], [3.596, -3.391, -0.421], [0.164, -2.148, -4.385], [2.744, 2.307, 1.344], [0.103, 0.236, -4.139], [-4.065, -2.724, 0.435], [-1.675, -2.541, -0.007], [-1.935, 2.155, 3.016], [-1.646, -3.933, -0.146], [4.398, 3.080, 3.449], [-2.789, -4.704, 0.001], [2.638, -1.128, 2.781], [1.198, 3.278, -0.864], [0.082, -2.288, -3.009], [4.514, 3.700, 2.211], [-3.363, 0.725, 3.885], [3.534, -4.302, 0.624], [-2.071, 4.428, -2.288], [-2.597, 1.996, -2.061], [1.292, -3.569, 1.092], [-4.005, -4.102, 0.297], [0.011, 0.078, -2.761], [-2.868, 2.883, -4.092], [-2.914, -1.961, 0.283], [3.695, 3.311, 1.165], [0.872, 0.352, 4.444], [-2.555, 0.087, 3.000], [3.472, 2.067, 3.629], [0.176, -0.880, -4.957], [0.000, -1.178, -2.160], [-3.451, -0.298, -2.521], [2.371, -4.395, 1.376], [2.832, 0.968, -1.150], [-3.245, 1.590, -4.154], [2.634, 1.680, 2.584], [1.327, -2.641, 0.047], [2.562, -1.911, -1.555], [5.038, 3.380, 4.268], [-4.158, -0.673, -3.257], [1.656, 0.153, 5.176], [-0.711, -4.431, -0.376], [0.596, 3.908, -0.210], [-2.732, -5.779, -0.115], [-2.569, -0.934, -2.493], [2.072, 3.829, -1.212], [2.304, -5.113, 2.184], [-2.853, 3.651, -4.843], [3.196, 0.046, -0.698], [-4.897, -4.704, 0.415], [2.102, -2.038, 3.043], [-3.916, -0.280, -1.541], [-2.983, -0.883, 0.378], [0.589, 2.999, -1.723], [2.343, 0.722, -2.091], [-0.069, 0.957, -2.130], [0.446, 1.336, 4.641], [-4.175, 0.375, 4.496], [-0.991, 4.496, -2.194], [-2.525, 4.590, -1.314], [5.247, 4.482, 2.063], [0.247, -0.769, -6.032], [4.377, -4.946, 0.840], [3.404, 1.576, 4.593], [-3.617, 1.001, -4.972], [0.398, -3.657, 1.702], [-2.418, 5.184, -2.987], [-5.009, -2.240, 0.660], [3.678, 1.632, -1.336], [-2.554, -0.949, 2.711], [4.491, -3.322, -1.027], [-1.440, 3.089, 2.808], [0.225, -3.027, -5.015], [3.085, -1.281, 1.798], [3.421, -0.941, 3.517], [-3.362, 2.788, 4.415], [0.114, 1.230, -4.572], [0.081, -3.287, -2.584], [3.803, 3.795, 0.201], [0.085, -0.393, 4.568]],
  "multiplicity": 2,
  "homo_energy_ha": [-0.370, -0.335],
  "total_charge": 1,
  "total_energy_ha": -6141.1126,
  "orbital_gap_ev": [7.61, 7.30]
}



[2]
{
  "formula": "C5H12O2",
  "method": "ωB97M-V with the def2-TZVPD basis set",
  "elements": ["O", "O", "C", "C", "C", "C", "C", "H", "H", "H", "H", "H", "H", "H", "H", "H", "H", "H", "H"],
  "positions_angstrom": [[-0.240, -1.916, 0.226], [-2.100, 0.044, 0.409], [-1.707, 0.031, -1.965], [2.110, 0.042, 1.295], [0.081, 0.566, -0.315], [0.721, 0.669, 1.067], [-1.310, 0.203, -0.520], [-1.048, -1.440, 0.498], [0.786, 0.313, -1.119], [0.205, -2.105, 1.056], [-1.010, 0.468, -2.690], [2.842, 0.393, 0.557], [0.834, 1.746, 1.189], [0.009, 0.333, 1.830], [2.491, 0.336, 2.283], [-1.706, -1.055, -2.095], [-2.713, 0.414, -2.131], [-0.581, 1.567, -0.562], [2.115, -1.052, 1.259]],
  "multiplicity": 1,
  "smiles": "CCCC(C)=O.O",
  "homo_energy_ha": -0.353,
  "total_energy_ha": -348.1331,
  "orbital_gap_ev": 10.47
}



[3]
{
  "formula": "C6H6MgO2Rb",
  "method": "ωB97M-V with the def2-TZVPD basis set",
  "elements": ["Rb", "Mg", "O", "O", "C", "C", "C", "C", "C", "C", "H", "H", "H", "H", "H", "H"],
  "positions_angstrom": [[0.526, -2.543, -0.722], [-1.745, -1.436, -5.267], [-1.654, 0.275, 3.055], [-1.047, -0.132, -3.021], [0.547, 0.406, 1.908], [1.629, -0.569, 2.056], [-1.223, 1.039, -2.978], [-0.631, 0.331, 2.527], [-1.384, 2.323, -2.890], [1.552, -1.813, 2.571], [2.444, -2.436, 2.631], [2.589, -0.225, 1.662], [0.710, 1.332, 1.350], [0.626, -2.216, 2.993], [-2.322, 2.724, -2.506], [-0.616, 2.940, -3.370]],
  "multiplicity": 2,
  "homo_energy_ha": [-0.508, -0.508],
  "total_charge": 2,
  "total_energy_ha": -606.2157,
  "orbital_gap_ev": [6.59, 4.79]
}



- What is the formula in the second record?
  C5H12O2